{"formula": "C38H107N7O12", "method": "ωB97M-V/def2-TZVPD", "symbols": ["C", "C", "O", "H", "H", "H", "H", "H", "H", "C", "C", "O", "H", "H", "H", "H", "H", "H", "C", "C", "O", "H", "H", "H", "H", "H", "H", "C", "C", "O", "H", "H", "H", "H", "H", "H", "C", "C", "O", "H", "H", "H", "H", "H", "H", "C", "C", "C", "O", "C", "N", "H", "H", "H", "H", "H", "H", "H", "H", "H", "H", "H", "C", "C", "C", "O", "C", "N", "H", "H", "H", "H", "H", "H", "H", "H", "H", "H", "H", "C", "C", "C", "O", "C", "N", "H", "H", "H", "H", "H", "H", "H", "H", "H", "H", "H", "C", "C", "C", "O", "C", "N", "H", "H", "H", "H", "H", "H", "H", "H", "H", "H", "H", "C", "C", "C", "O", "C", "N", "H", "H", "H", "H", "H", "H", "H", "H", "H", "H", "H", "C", "C", "C", "O", "C", "N", "H", "H", "H", "H", "H", "H", "H", "H", "H", "H", "H", "C", "C", "C", "O", "C", "N", "H", "H", "H", "H", "H", "H", "H", "H", "H", "H", "H"], "coordinates": [[16.9559, 33.0824, -27.2180], [15.9040, 33.7928, -26.3108], [15.8221, 35.1695, -26.5698], [16.6738, 32.0319, -27.2627], [17.9365, 33.2444, -26.7712], [16.9855, 33.5720, -28.1895], [16.1839, 33.6191, -25.2631], [14.8929, 33.4000, -26.4293], [16.6787, 35.5736, -26.7823], [22.2957, 25.4111, -32.7893], [22.8784, 26.1780, -31.6161], [21.8411, 26.4937, -30.7082], [21.4223, 25.9691, -33.1301], [21.9988, 24.4460, -32.3802], [22.9691, 25.3236, -33.6415], [23.3734, 27.1133, -31.9091], [23.7056, 25.6076, -31.1761], [22.0600, 26.0832, -29.8492], [26.5387, 30.2113, -28.6364], [25.4823, 29.1230, -28.7973], [24.9754, 28.7727, -27.5155], [27.3441, 29.9178, -27.9615], [26.0330, 31.0735, -28.1923], [27.0045, 30.5645, -29.5574], [25.7717, 28.2005, -29.3002], [24.6661, 29.5526, -29.3933], [25.0623, 29.5604, -26.9619], [19.2185, 35.8211, -29.8107], [18.5709, 36.7023, -28.7664], [18.3468, 36.0235, -27.5561], [18.6003, 34.9532, -30.0416], [20.2242, 35.4793, -29.5551], [19.3383, 36.3845, -30.7396], [17.5912, 36.8926, -29.2301], [19.1163, 37.6266, -28.5596], [18.5189, 36.6331, -26.8069], [19.4238, 29.8459, -33.6825], [19.3982, 28.5051, -32.9896], [18.1714, 27.8535, -33.3286], [18.5577, 30.4529, -33.4109], [19.2927, 29.7533, -34.7636], [20.3617, 30.3613, -33.4836], [19.3656, 28.6073, -31.8995], [20.2982, 27.9462, -33.2650], [18.1046, 27.0779, -32.7640], [20.0962, 34.3401, -36.1774], [21.3184, 34.0494, -35.3356], [21.0952, 34.2841, -33.8684], [19.9617, 33.5785, -33.3627], [20.2538, 32.8785, -32.1714], [21.6916, 32.6047, -35.5743], [19.8391, 35.3974, -36.0094], [19.2000, 33.8537, -35.7904], [20.2732, 34.1559, -37.2326], [22.1687, 34.6375, -35.6869], [20.9597, 35.3612, -33.7035], [21.9942, 34.1188, -33.2681], [21.1674, 32.2956, -32.3214], [19.4336, 32.2048, -31.9318], [20.3907, 33.5568, -31.3222], [20.8777, 32.0882, -35.2630], [21.8626, 32.5350, -36.5664], [14.7343, 29.9758, -26.6358], [14.7690, 28.7380, -27.5046], [15.3610, 27.4502, -26.8815], [16.7336, 27.4500, -26.5982], [17.5038, 26.7961, -27.5962], [13.4838, 28.5492, -28.2062], [15.7828, 30.1427, -26.3581], [14.2202, 29.7210, -25.7064], [14.4255, 30.9090, -27.0992], [15.4727, 28.9944, -28.3169], [15.0850, 26.6778, -27.6090], [14.8665, 27.2110, -25.9360], [17.2062, 27.1045, -28.6039], [17.3815, 25.7217, -27.4472], [18.5433, 27.1153, -27.5403], [13.4875, 27.6360, -28.6496], [13.4173, 29.2490, -28.9318], [19.9949, 39.2737, -24.1659], [19.8730, 38.2293, -25.2694], [20.5942, 36.9067, -24.9972], [21.9337, 37.2487, -24.6805], [22.8105, 36.1507, -24.7930], [18.4364, 37.9676, -25.4986], [21.0333, 39.5838, -24.0411], [19.6287, 38.9051, -23.2031], [19.3632, 40.1476, -24.3399], [20.3176, 38.6363, -26.1795], [20.3986, 36.2561, -25.8622], [20.2386, 36.2370, -24.2005], [22.5067, 35.3881, -24.0618], [23.8495, 36.3579, -24.5405], [22.7513, 35.7601, -25.8123], [17.9804, 37.6048, -24.6668], [18.0252, 38.8889, -25.6072], [21.3000, 33.4578, -27.6333], [21.7346, 32.0103, -27.7277], [20.7291, 31.1777, -28.5337], [21.0661, 29.8214, -28.3831], [20.3004, 28.9025, -29.1455], [23.1141, 31.8064, -28.1533], [20.9246, 33.7948, -28.6055], [22.0942, 34.1633, -27.3938], [20.4660, 33.4812, -26.9326], [21.6747, 31.6387, -26.6972], [20.8156, 31.4659, -29.5923], [19.7013, 31.3719, -28.2059], [20.7871, 28.7696, -30.1139], [19.2335, 29.1057, -29.2585], [20.4490, 27.9792, -28.5867], [23.1589, 30.7993, -28.3177], [23.2659, 32.1922, -29.0840], [25.4585, 29.2608, -23.2423], [24.4357, 29.9280, -24.1582], [23.0834, 30.1444, -23.4445], [22.5084, 28.9039, -23.0856], [21.1766, 28.9933, -22.6737], [24.9353, 31.1278, -24.8024], [26.3967, 29.0096, -23.7312], [24.9745, 28.4475, -22.7026], [25.7399, 29.9512, -22.4355], [24.2109, 29.2220, -24.9650], [22.4019, 30.5449, -24.2083], [23.2221, 30.8874, -22.6503], [21.0414, 29.7273, -21.8650], [20.8539, 28.0306, -22.2869], [20.4903, 29.3910, -23.4329], [24.1051, 31.5537, -25.2154], [25.2622, 31.8135, -24.1261], [28.1311, 37.4972, -26.6901], [28.6249, 36.0809, -26.7632], [27.4726, 35.1680, -27.2076], [26.4862, 35.1229, -26.1972], [25.4813, 34.1522, -26.4330], [29.6388, 35.9179, -27.8203], [28.8792, 38.1903, -26.3067], [27.1882, 37.5600, -26.1381], [27.7936, 37.8365, -27.6742], [29.0576, 35.6689, -25.8524], [27.8511, 34.1854, -27.5172], [27.0983, 35.5173, -28.1827], [24.6269, 34.5631, -26.9801], [25.0804, 33.8802, -25.4556], [25.8424, 33.2594, -26.9435], [30.3254, 36.6586, -27.8289], [29.2380, 35.8388, -28.7448], [24.3060, 25.1953, -27.8309], [22.9787, 24.9271, -27.1019], [22.8098, 25.5142, -25.7113], [21.6879, 24.8928, -25.1001], [21.0056, 25.6446, -24.1205], [21.9074, 25.5400, -27.9792], [24.4063, 24.7638, -28.8218], [25.1124, 24.9611, -27.1326], [24.3869, 26.2766, -27.9861], [22.6909, 23.8762, -27.1063], [22.6842, 26.5984, -25.7073], [23.7025, 25.2300, -25.1373], [20.9771, 25.0817, -23.1853], [19.9643, 25.7715, -24.4314], [21.4251, 26.6358, -23.9409], [21.8014, 26.5292, -27.7513], [21.0330, 25.1942, -27.5802]], "forces_ev_per_a": [[-0.9, 0.7, 0.9], [0.9, -0.1, -0.3], [-0.5, 0.7, 0.1], [0.4, -0.1, -0.3], [0.1, -0.3, 0.0], [-0.2, -0.3, -0.2], [0.0, -0.1, 0.0], [0.1, -0.1, -0.2], [0.1, -0.5, -0.1], [-0.1, 0.5, 0.3], [0.6, 0.5, -0.4], [0.4, -0.3, 0.3], [-0.1, -0.2, 0.0], [-0.2, -0.1, -0.5], [0.2, -0.2, 0.1], [-0.2, 0.0, -0.3], [-0.3, -0.2, 0.3], [-0.4, 0.0, 0.1], [0.2, 0.0, 0.0], [-0.3, 0.7, 0.0], [0.0, -0.1, 0.1], [-0.1, -0.2, 0.0], [0.1, 0.0, 0.1], [-0.2, -0.2, -0.2], [0.4, 0.1, 0.1], [0.0, -0.1, -0.1], [-0.1, -0.1, 0.1], [0.9, 0.0, -0.2], [-0.8, -0.3, -0.7], [0.4, -0.5, 0.7], [0.0, 0.0, 0.2], [-0.1, 0.0, 0.2], [-0.2, 0.1, 0.0], [0.1, 0.7, 0.4], [0.0, 0.0, -0.3], [-0.4, 0.2, -0.2], [-0.5, 0.1, -0.3], [-0.5, 0.3, 0.3], [0.3, -0.2, -0.3], [0.2, 0.1, 0.4], [0.3, -0.4, 0.0], [-0.1, 0.1, 0.0], [0.5, 0.3, -0.1], [-0.2, -0.3, 0.0], [-0.1, -0.1, -0.1], [-0.5, 1.7, 0.9], [0.2, -2.1, -0.8], [0.0, 1.1, 0.6], [0.4, -0.1, -0.2], [0.2, 0.0, 0.0], [0.4, 1.4, 1.1], [0.1, 0.1, -0.5], [0.2, -0.6, -0.2], [-0.1, -0.1, 0.0], [0.0, 0.2, 0.2], [-0.5, 0.1, -0.2], [0.1, -0.7, -0.2], [0.0, -0.1, 0.2], [-0.1, 0.1, -0.2], [0.1, 0.1, 0.0], [0.0, -0.4, -0.5], [-0.3, -0.6, -0.1], [1.2, -0.9, 1.1], [0.9, 1.0, -1.9], [-1.5, 0.2, 0.2], [0.4, 0.6, -0.4], [-0.2, 0.4, -0.1], [0.0, -0.8, 0.9], [-0.1, 0.1, 0.2], [-0.4, 0.5, -0.1], [-0.5, -0.3, -0.2], [0.5, -0.2, 0.2], [0.2, -0.3, 0.2], [-0.2, 0.1, 0.0], [-0.3, -0.2, 0.0], [0.3, -0.1, -0.3], [0.0, -0.2, 0.5], [-0.2, 0.1, -0.2], [-0.1, 0.0, 0.0], [0.5, 0.0, 0.5], [-0.8, -0.1, 1.3], [0.1, 0.0, 0.3], [0.3, 0.1, -0.6], [-0.4, -0.7, 0.2], [0.2, 0.1, -0.5], [-0.1, 0.1, 0.1], [0.2, -0.4, 0.0], [0.2, 0.1, -0.5], [-0.2, -0.1, -0.1], [0.9, 0.2, -0.5], [-0.6, 0.7, 0.5], [-0.1, -0.3, -0.3], [-0.1, 0.7, -0.1], [0.2, -0.2, 0.1], [0.3, -0.2, 0.1], [-0.3, -0.2, -0.4], [-0.3, 0.0, -1.0], [-0.3, -0.2, 0.7], [0.3, 0.3, -0.2], [-0.4, 0.4, 0.4], [1.1, -0.4, 0.2], [0.0, -0.5, -0.4], [-0.1, 0.0, 0.1], [0.1, -0.2, 0.5], [0.1, 0.5, 0.0], [0.1, -0.3, -0.1], [-0.1, 0.1, -0.1], [-0.1, 0.0, 0.1], [-0.3, 0.0, -0.1], [0.0, 0.4, 0.2], [-0.4, -0.2, -0.3], [0.4, 0.0, 0.2], [-0.1, 0.3, 0.1], [-0.3, 0.9, 0.7], [-0.1, -1.2, 0.3], [0.1, -0.1, -1.3], [0.7, -0.1, 0.4], [-0.5, 1.0, 0.7], [-0.6, 0.4, 0.0], [-0.2, -0.4, -0.2], [0.3, -0.4, -0.4], [0.0, 0.2, -0.1], [0.0, -0.1, 0.0], [0.1, 0.6, 0.1], [-0.3, -0.3, 0.4], [0.3, -0.2, 0.2], [0.0, -0.1, -0.2], [0.2, -0.5, -0.4], [0.4, 0.2, -0.4], [0.1, -0.2, 0.1], [-0.9, 0.5, 0.2], [-0.1, -0.8, -1.7], [0.3, 0.0, -0.2], [0.2, -0.4, -0.5], [-0.4, 0.3, 0.4], [0.4, -0.4, 0.3], [-0.1, 0.0, 0.1], [0.4, 0.0, 0.6], [0.5, -0.1, -0.2], [-0.2, 0.3, 0.3], [0.1, -0.3, 0.8], [-0.4, 0.6, 0.2], [0.2, 0.1, -0.3], [0.1, -0.2, 0.0], [0.1, 0.0, 0.0], [-0.1, 0.1, 0.0], [-0.1, 0.2, 0.0], [-0.2, 0.9, 1.5], [-1.3, 1.2, -2.0], [0.9, -1.1, 0.6], [-0.1, 0.1, -0.4], [-0.5, -0.1, 0.1], [-0.6, -0.3, 0.6], [-0.1, -0.6, 0.2], [0.3, -0.3, -0.5], [-0.1, 0.0, 0.1], [0.4, -0.2, 0.4], [0.2, 0.1, -0.2], [0.1, 0.4, 0.2], [0.2, 0.1, 0.1], [0.0, 0.1, -0.1], [0.2, -0.1, -0.1], [0.6, 0.1, -0.1], [-0.1, -0.3, -0.4]], "e_lumo_ev": 0.41, "e_tot_ev": -76135.80856, "relative_energy_kcal_mol": 53.6}